Entry 1:
{
  "formula": "C3H6ClP",
  "method": "wB97M-V/def2-TZVPD",
  "symbols": ["C", "C", "C", "P", "Cl", "H", "H", "H", "H", "H", "H"],
  "coordinates": [[-1.168926, 1.341074, -1.944281], [0.224349, -1.640097, 1.796447], [0.908367, -0.752363, 1.135938], [-0.444637, 1.971034, -0.534826], [-0.354885, 0.720589, -3.298356], [-2.227491, 1.524480, -2.206318], [0.507212, -2.653501, 2.165930], [-0.837797, -1.445683, 2.098018], [0.637396, 0.280152, 0.836819], [1.987098, -0.853145, 0.828098], [0.769312, 1.507461, -0.877470]],
  "forces_ev_per_angstrom": [[-0.4, 1.6, 0.9], [-2.4, -1.3, 1.5], [2.8, 1.6, -1.2], [-2.5, -0.1, -0.9], [0.4, -0.5, -0.4], [0.6, -0.3, 0.6], [0.4, 1.0, -0.7], [1.0, 0.1, -0.4], [-0.7, -1.1, 0.6], [-1.1, -0.6, 0.5], [1.8, -0.4, -0.4]],
  "nbo_charge": [-0.617, -0.390, -0.384, 0.416, 0.037, 0.226, 0.206, 0.192, 0.183, 0.190, -0.060],
  "largest_force_ev_per_a": 3.474,
  "relative_energy_kj_mol": 204.9,
  "homo_ev": -9.255,
  "spin_multiplicity": 1
}

Entry 2:
{
  "formula": "C3H6ClPS2",
  "method": "wB97M-V/def2-TZVPD",
  "symbols": ["C", "C", "C", "P", "S", "S", "Cl", "H", "H", "H", "H", "H", "H"],
  "coordinates": [[0.103150, 0.606495, -0.452123], [0.064931, -0.791879, 0.150500], [0.639215, -0.915608, 1.568280], [-2.305079, 1.545812, -1.637949], [-1.364664, 1.492936, 0.195101], [1.096629, -1.650470, -1.027102], [-0.927030, 2.204851, -2.950569], [1.044754, 1.115783, -0.143996], [0.013987, 0.540224, -1.608207], [-0.838190, -1.386899, 0.247042], [1.653107, -0.371502, 1.580612], [0.817458, -1.873541, 1.866335], [0.001732, -0.516201, 2.212077]],
  "forces_ev_per_angstrom": [[-0.3, -0.4, -0.5], [1.3, -1.5, 0.6], [4.1, 2.2, -3.7], [-1.6, -0.1, 0.3], [0.3, 0.5, -0.5], [0.6, -0.6, -0.3], [0.5, 0.5, -0.6], [-0.7, -0.4, -0.4], [0.4, 0.2, 2.2], [-0.8, 0.9, -0.8], [-1.4, -0.7, 0.3], [0.4, -2.8, 0.5], [-2.7, 2.1, 3.0]],
  "nbo_charge": [-0.556, -0.408, -0.588, 0.422, -0.050, 0.116, -0.289, 0.249, 0.253, 0.230, 0.199, 0.216, 0.207],
  "largest_force_ev_per_a": 5.972,
  "relative_energy_kj_mol": 280.8,
  "homo_ev": [-9.359, -8.061],
  "spin_multiplicity": 1
}

Entry 3:
{
  "formula": "C3H6CsO4",
  "method": "wB97M-V/def2-TZVPD",
  "symbols": ["O", "C", "C", "O", "C", "O", "O", "H", "H", "H", "H", "H", "H", "Cs"],
  "coordinates": [[-1.551616, 0.231396, -0.487793], [-0.329194, 0.942320, -0.695903], [0.452162, 0.940316, 0.614824], [1.827883, 1.140475, 0.377228], [2.667825, 0.079674, 0.148852], [3.839976, 0.388561, -0.067970], [2.202272, -1.097877, 0.192302], [-2.264964, 0.607970, -1.010068], [-0.545496, 1.964793, -1.028751], [0.262295, 0.439380, -1.476119], [0.285340, -0.007366, 1.146681], [0.123758, 1.758522, 1.267380], [-4.496374, -4.323742, 1.399457], [-2.473872, -3.064420, -0.380124]],
  "forces_ev_per_angstrom": [[-1.0, -0.8, 0.1], [0.6, 0.1, -0.2], [0.5, -0.3, 0.1], [-1.2, 1.5, 0.3], [1.6, -2.6, -0.3], [-0.3, 0.6, 0.0], [-1.0, 0.8, 0.1], [0.2, 0.3, 0.0], [0.0, -0.1, 0.1], [-0.1, 0.1, 0.3], [0.0, 0.1, -0.3], [0.0, -0.1, -0.1], [-0.2, -0.1, 0.1], [0.7, 0.6, -0.1]],
  "nbo_charge": [-0.785, -0.085, -0.082, -0.558, 0.936, -0.742, -0.851, 0.467, 0.162, 0.185, 0.189, 0.169, 0.003, 0.992],
  "s2": 0.75,
  "largest_force_ev_per_a": 3.070,
  "relative_energy_kj_mol": 191.8,
  "homo_ev": [-6.326, -6.325],
  "spin_multiplicity": 2
}

Entry 4:
{
  "formula": "C3H6F10LiN5O23S10",
  "method": "wB97M-V/def2-TZVPD",
  "symbols": ["Li", "N", "S", "O", "O", "F", "S", "O", "O", "F", "N", "S", "O", "O", "F", "S", "O", "O", "F", "N", "S", "O", "O", "F", "S", "O", "O", "F", "N", "S", "O", "O", "F", "S", "O", "O", "F", "N", "S", "O", "O", "F", "S", "O", "O", "F", "C", "O", "C", "O", "O", "C", "H", "H", "H", "H", "H", "H"],
  "coordinates": [[0.359038, -0.458618, 1.196601], [3.496148, -8.279418, 0.273131], [3.017928, -8.949968, -1.044659], [2.788688, -8.025718, -2.147269], [2.182318, -10.120818, -0.932919], [4.513938, -9.425388, -1.492089], [1.900068, -7.527298, 0.495651], [0.656568, -8.324948, 0.556001], [1.726278, -6.124568, 0.087451], [2.322768, -7.281498, 2.003131], [0.263548, 6.848662, 4.144191], [-0.306782, 5.958302, 2.778831], [-1.008562, 6.623122, 1.663061], [-0.569652, 4.579452, 3.106321], [1.137928, 5.880342, 2.052881], [-1.171942, 7.024362, 4.480251], [-1.797272, 5.944222, 5.206811], [-2.055722, 8.028002, 3.871301], [-0.683532, 7.954612, 5.690251], [-6.716702, 0.063912, -1.116649], [-7.040612, -1.428478, -1.923219], [-5.864192, -2.243118, -2.318039], [-8.278392, -1.272748, -2.784279], [-7.686322, -2.047338, -0.548759], [-5.289072, 0.246372, -1.780829], [-5.410102, 0.302892, -3.207029], [-4.139262, -0.380578, -1.164799], [-5.156462, 1.796952, -1.401159], [-5.864552, -2.339928, 5.409081], [-4.216212, -2.048328, 5.624761], [-3.106452, -2.327058, 4.684171], [-3.866062, -1.973138, 7.005891], [-4.595452, -0.519178, 5.356031], [-5.651232, -3.811418, 5.263071], [-5.533352, -4.556498, 6.538011], [-4.921712, -4.288798, 4.175321], [-7.251382, -4.082388, 4.919541], [4.337268, 0.014112, 2.488031], [4.949388, 0.429202, 4.033531], [4.425918, 1.660712, 4.614871], [6.335688, 0.220782, 4.370951], [4.271458, -0.717148, 4.851621], [5.737668, -0.294618, 1.863931], [6.340498, -1.617448, 2.112121], [6.636508, 0.821412, 1.524171], [5.036708, -0.643938, 0.377361], [2.221928, 2.926192, -5.780409], [1.868818, 2.749062, -7.175249], [2.375078, 3.472692, -8.261579], [1.959588, 3.315232, -9.416999], [3.311858, 4.407112, -7.905819], [4.027418, 5.144912, -8.827669], [1.717448, 2.206942, -5.135239], [1.933848, 3.943302, -5.514719], [3.275098, 2.649352, -5.732569], [4.750618, 4.446422, -9.248629], [4.785668, 5.756932, -8.339189], [3.517328, 5.694822, -9.618559]],
  "forces_ev_per_angstrom": [[0.0, 0.0, 0.2], [-4.0, 1.2, 0.1], [2.3, -1.2, -4.2], [-0.9, -0.8, 1.0], [1.0, 0.5, -0.3], [-0.3, -0.9, 0.4], [-1.2, 2.9, 3.2], [3.0, 1.0, -0.5], [0.7, -2.7, -0.4], [-0.5, -0.3, 0.8], [1.7, -2.7, -6.1], [3.9, -2.0, -5.2], [0.5, -1.0, 2.8], [-0.2, 1.2, -0.4], [0.1, -0.1, 0.6], [-6.6, 5.6, 8.1], [-0.2, 0.1, -1.2], [1.1, -2.0, -0.6], [-0.2, 1.0, 2.0], [0.6, -3.4, -1.8], [-3.4, 0.6, 0.6], [-3.4, 1.3, 0.9], [3.9, -1.0, 2.0], [0.6, -0.5, -1.4], [1.4, 2.4, 0.5], [0.9, -0.1, -0.6], [-0.9, 0.7, -0.5], [0.4, -0.1, 0.3], [3.2, 1.9, -0.1], [1.8, 5.4, -0.3], [-3.0, 0.1, 1.6], [0.2, -1.1, 0.3], [1.1, 0.8, -0.5], [-5.5, -6.9, 3.4], [0.3, 1.1, -2.0], [1.0, -1.0, -2.0], [0.8, -0.3, -0.2], [1.6, 1.4, 3.8], [-1.2, 2.2, 2.8], [-0.2, -1.7, -1.7], [-0.4, -0.2, -1.4], [-0.8, -0.4, 0.1], [3.1, -2.8, -5.8], [-1.0, 2.6, 0.4], [-1.7, -1.7, 1.1], [0.4, 0.6, 0.8], [0.8, 0.3, -1.0], [0.1, 0.6, -2.4], [-1.1, -0.2, -0.7], [1.3, 0.2, 3.3], [-1.9, -1.1, 1.9], [2.3, -0.6, -1.3], [-0.5, 0.0, -0.7], [0.5, -0.1, 0.4], [0.1, 0.7, 0.5], [-0.3, -0.3, -1.0], [-0.9, 0.6, 0.7], [-0.5, -0.2, 0.3]],
  "nbo_charge": [0.998, -1.005, 2.386, -0.940, -0.916, -0.539, 2.289, -0.869, -0.897, -0.508, -0.966, 2.265, -0.870, -0.877, -0.523, 2.341, -0.900, -0.908, -0.562, -1.065, 2.311, -0.863, -0.911, -0.501, 2.442, -0.965, -0.931, -0.517, -1.034, 2.335, -0.871, -0.917, -0.519, 2.418, -0.957, -0.903, -0.551, -1.078, 2.381, -0.912, -0.908, -0.495, 2.379, -0.903, -0.909, -0.554, -0.246, -0.522, 1.001, -0.619, -0.527, -0.256, 0.215, 0.195, 0.189, 0.178, 0.196, 0.195],
  "largest_force_ev_per_a": 11.846,
  "total_charge": -4,
  "homo_ev": -2.484,
  "spin_multiplicity": 1
}

Entry 5:
{
  "formula": "C3H6F2O2",
  "method": "wB97M-V/def2-TZVPD",
  "symbols": ["C", "C", "C", "O", "O", "F", "F", "H", "H", "H", "H", "H", "H"],
  "coordinates": [[1.904070, 0.310876, 0.070650], [0.544527, -0.030114, -0.384978], [-2.339910, 0.365632, 0.331786], [0.314839, -1.415739, -0.733395], [-0.272334, 0.345931, 0.613563], [-2.509644, 0.560866, -0.899676], [-2.660036, -0.851874, 0.659765], [2.450894, 0.138704, -0.805527], [1.888435, 1.324687, 0.586965], [2.395781, -0.556215, 0.727661], [0.500402, 0.520359, -1.305937], [-2.655939, 1.153988, 1.048229], [0.438913, -1.867098, 0.090898]],
  "forces_ev_per_angstrom": [[1.8, -1.8, 3.0], [-1.2, -1.1, -0.2], [3.7, -0.7, 2.0], [0.5, 1.3, -0.8], [-4.6, 0.9, 1.0], [-0.3, 0.7, -1.7], [-0.1, 0.2, 0.3], [1.6, 0.9, -1.3], [0.5, -1.4, -1.0], [-1.4, 2.0, -0.6], [-1.1, 0.3, -0.9], [0.5, -0.5, -0.6], [0.0, -0.6, 0.7]],
  "nbo_charge": [-0.630, 0.339, 0.847, -0.737, -0.671, -0.265, -0.284, 0.215, 0.239, 0.196, 0.126, 0.166, 0.459],
  "largest_force_ev_per_a": 4.793,
  "relative_energy_kj_mol": 352.0,
  "homo_ev": [-9.617, -9.617],
  "spin_multiplicity": 1
}

Entry 6:
{
  "formula": "C3H6F3IrO",
  "method": "wB97M-V/def2-TZVPD",
  "symbols": ["H", "C", "F", "F", "F", "Ir", "C", "O", "C", "H", "H", "H", "H", "H"],
  "coordinates": [[-0.038872, 2.200472, 0.682331], [-1.103604, 1.911023, 0.645001], [-2.183803, 0.684559, 0.751263], [-1.610719, 2.747575, 1.576691], [-1.554402, 2.302936, -0.563271], [-1.661671, -1.435031, -1.666165], [1.303281, -1.860104, 0.407544], [0.996536, -0.496932, 0.356217], [0.293503, -0.072928, -0.806188], [1.849460, -2.049155, 1.340348], [0.386032, -2.477695, 0.411013], [1.951265, -2.148136, -0.438861], [0.389717, 0.994870, -1.046845], [0.983278, -0.301454, -1.649080]],
  "forces_ev_per_angstrom": [[0.3, -2.4, 0.3], [-5.7, 2.2, -0.1], [4.0, 1.7, 0.3], [0.3, -1.3, -0.7], [0.8, 0.0, 0.4], [0.0, 0.3, 0.2], [0.5, -1.5, 0.2], [-2.1, 2.0, -1.8], [3.3, 0.0, 0.4], [-0.2, 0.2, -0.3], [0.4, 0.3, 0.0], [-0.3, 0.1, 0.2], [-0.8, 0.1, 1.5], [-0.6, -1.6, -0.5]],
  "nbo_charge": [0.211, 0.828, -0.417, -0.290, -0.319, 0.908, -0.286, -0.304, -0.437, 0.241, 0.197, 0.216, 0.213, 0.239],
  "s2": 8.76,
  "largest_force_ev_per_a": 6.113,
  "total_charge": 1,
  "homo_ev": [-13.002, -16.048],
  "spin_multiplicity": 6
}